# 1
ORCA calculation (ωB97M-V/def2-TZVPD) on C25H59GaN4O5P as an isolated structure at a distorted geometry.

highest occupied orbital energy	-2.85	eV
net charge	-1
lowest unoccupied orbital energy	1.51	eV
M	596.47	g/mol
gap between HOMO and LUMO	4.36	eV

The geometry in XYZ format:
```
95
C25H59GaN4O5P (ωB97M-V/def2-TZVPD)
C 2.950 -2.985 -0.926
C 2.381 -4.391 -1.547
P 0.482 -4.544 -1.620
C -0.268 -5.368 -0.071
C 0.300 -4.661 1.295
Ga -0.586 -2.555 -2.215
C -2.530 -3.114 -2.817
C -3.699 -2.198 -2.075
C -4.424 -3.074 -0.895
C -4.679 -2.273 0.512
O -3.689 -1.232 0.827
C -0.704 -1.133 -0.721
C 0.723 -0.369 -0.382
C 0.388 1.213 0.040
C 1.095 2.205 -1.098
C 0.912 1.595 1.558
H 2.545 -2.832 0.161
H 4.135 -3.111 -0.855
H 2.739 -2.099 -1.661
H 2.849 -4.570 -2.613
H 2.777 -5.264 -0.843
H -1.454 -5.415 -0.100
H 0.091 -6.502 -0.068
H -0.474 -4.835 2.168
H 0.460 -3.517 1.054
H 1.359 -5.135 1.556
H 0.217 -1.952 -3.497
H -2.573 -3.001 -3.984
H -2.692 -4.249 -2.490
H -3.329 -1.135 -1.755
H -4.528 -2.015 -2.915
H -3.884 -4.101 -0.646
H -5.503 -3.388 -1.297
H -4.600 -3.085 1.384
H -5.784 -1.833 0.619
H -3.017 -1.552 1.498
H -1.143 -1.538 0.294
H -1.427 -0.275 -1.131
H 1.482 -0.361 -1.273
H 1.232 -0.886 0.538
H -0.758 1.463 0.002
H 2.253 2.229 -0.890
H 0.600 3.287 -1.084
H 0.838 1.721 -2.150
H -0.051 1.905 2.189
H 1.600 2.562 1.561
H 1.401 0.696 2.131
C 2.825 5.635 0.797
O 3.548 5.350 -0.149
N 3.257 6.074 2.030
C 2.332 6.391 3.099
C 4.678 6.224 2.268
H 1.727 5.557 0.727
H 2.466 7.438 3.382
H 2.549 5.746 3.956
H 1.297 6.233 2.783
H 5.085 6.941 1.548
H 5.168 5.258 2.118
H 4.864 6.578 3.285
C -4.511 -0.508 -6.316
O -4.240 -1.683 -6.106
N -3.951 0.571 -5.666
C -4.328 1.934 -5.976
C -2.954 0.337 -4.642
H -5.256 -0.216 -7.075
H -3.441 2.479 -6.311
H -4.730 2.402 -5.073
H -5.086 1.963 -6.764
H -2.110 -0.204 -5.083
H -3.392 -0.279 -3.852
H -2.604 1.283 -4.220
C 5.243 8.338 6.045
O 4.610 7.767 5.167
N 5.947 9.513 5.887
C 6.672 10.125 6.981
C 5.966 10.155 4.590
H 5.296 7.937 7.070
H 6.270 11.128 7.153
H 7.729 10.192 6.711
H 6.572 9.536 7.897
H 4.939 10.395 4.296
H 6.390 9.464 3.856
H 6.562 11.071 4.621
C -2.295 -8.071 -1.309
O -2.471 -6.963 -1.799
N -3.182 -8.731 -0.485
C -2.896 -10.044 0.054
C -4.438 -8.095 -0.147
H -1.374 -8.646 -1.500
H -3.669 -10.740 -0.283
H -2.902 -9.986 1.146
H -1.919 -10.403 -0.281
H -4.995 -7.894 -1.067
H -4.232 -7.144 0.355
H -5.031 -8.736 0.511
```

Löwdin atomic charge list, values in e, 6 entries:
1. C -0.22
2. C -0.53
3. P 0.71
4. C -0.52
5. C -0.21
6. Ga 0.15

# 2
ORCA calculation (ωB97M-V/def2-TZVPD) on C53H49KN11O4Se as an isolated structure at a distorted geometry.

highest occupied orbital energy	-4.05	eV
energy relative to the best compared isomer or geometry (same formula, charge and spin)	163.6	kJ/mol
net charge	-1
lowest unoccupied orbital energy	1.58	eV
M	1022.11	g/mol
gap between HOMO and LUMO	5.63	eV

The geometry in XYZ format:
```
119
C53H49KN11O4Se (ωB97M-V/def2-TZVPD)
K 0.901 -0.049 -0.931
C 5.374 1.624 -4.841
C 4.955 0.859 -3.652
C 5.306 1.288 -2.388
C 4.836 0.624 -1.264
C 5.121 1.206 0.053
N 4.679 0.558 1.046
C 4.641 1.152 2.343
C 3.161 1.314 2.827
C 2.222 0.115 2.476
N 2.571 -0.990 3.391
C 1.745 -1.881 3.861
C 0.579 -2.394 3.262
C -0.396 -2.947 4.235
C -1.621 -3.345 3.844
C -2.729 -3.743 4.810
C -1.760 -3.533 2.440
C -0.855 -3.212 1.467
C -1.145 -3.658 0.080
N -0.375 -4.304 -0.717
C 0.954 -4.650 -0.232
C 1.765 -5.244 -1.388
C 1.933 -4.289 -2.533
N 2.566 -3.070 -2.132
C 3.174 -2.346 -2.962
C 3.771 -1.031 -2.690
C 4.275 -0.328 -3.758
C 4.019 -0.538 -1.388
O 3.482 -1.251 -0.375
C 0.323 -2.448 1.868
O 1.079 -1.973 0.963
H 5.392 2.728 -4.526
H 4.830 1.564 -5.799
H 6.436 1.385 -5.065
H 5.842 2.240 -2.349
H 5.648 2.183 0.189
H 3.814 -0.680 0.487
H 5.164 2.075 2.320
H 5.212 0.530 3.034
H 2.784 2.243 2.418
H 3.082 1.400 3.930
H 2.304 -0.174 1.433
H 1.181 0.347 2.756
H 3.439 -0.931 3.891
H 1.978 -2.298 4.859
H -0.077 -2.895 5.294
H -2.518 -3.333 5.853
H -2.861 -4.818 4.975
H -3.699 -3.369 4.480
H -2.663 -4.000 2.104
H -2.152 -3.484 -0.321
H 0.976 -5.169 0.711
H 1.494 -3.720 0.042
H 1.295 -6.185 -1.714
H 2.731 -5.572 -0.947
H 0.838 -4.048 -2.922
H 2.455 -4.778 -3.399
H 3.098 -2.642 -4.045
H 4.068 -0.721 -4.747
C 2.525 0.469 6.964
O 1.494 1.412 7.291
C 0.220 1.166 6.890
C -0.184 0.000 6.145
C -1.465 -0.104 5.676
C -2.401 0.881 5.938
C -2.014 2.005 6.663
C -0.711 2.151 7.125
N -3.790 0.733 5.596
N -4.219 0.381 4.486
C -3.433 0.312 3.273
C -3.877 -0.723 2.466
C -3.296 -1.070 1.301
C -2.170 -0.384 0.819
O -1.645 -0.736 -0.274
C -1.683 0.720 1.676
N -0.798 1.485 1.070
C -0.483 2.636 1.624
C -1.147 3.120 2.734
C -2.070 2.377 3.361
C -2.363 1.114 2.838
H 3.410 0.829 7.515
H 2.838 0.502 5.901
H 2.327 -0.533 7.363
H 0.432 -0.874 6.043
H -1.803 -0.935 5.089
H -2.792 2.703 6.904
H -0.346 3.010 7.651
H -4.738 -1.233 2.840
H -3.804 -1.768 0.631
H 0.159 3.266 1.041
H -0.920 4.128 3.099
H -2.584 2.892 4.235
Se 3.614 4.309 0.831
C 2.808 3.115 -0.189
N 2.241 2.237 -0.692
N -4.679 2.736 -6.329
C -5.200 3.038 -7.564
C -6.174 3.958 -7.960
C -6.432 4.042 -9.323
C -5.664 3.183 -10.236
C -4.631 2.328 -9.830
C -4.376 2.257 -8.445
N -3.474 1.506 -7.748
C -3.689 1.825 -6.509
C -2.943 1.195 -5.392
C -1.822 0.428 -5.754
C -0.825 0.145 -4.804
N -0.844 0.544 -3.550
C -1.980 1.188 -3.218
C -2.980 1.628 -4.034
H -5.031 2.989 -5.417
H -6.796 4.485 -7.203
H -7.158 4.774 -9.669
H -5.847 3.384 -11.306
H -3.988 1.771 -10.461
H -1.685 0.285 -6.827
H -0.022 -0.496 -5.138
H -1.998 1.479 -2.219
H -3.732 2.340 -3.645
```

Löwdin atomic charge list, values in e, 6 entries:
1. K 0.69
2. C -0.07
3. C -0.30
4. C 0.01
5. C -0.13
6. C -0.10

# 3
ORCA calculation (ωB97M-V/def2-TZVPD) on a 3-piece molecular cluster, C17H38I2N3O overall at a distorted geometry.

highest occupied orbital energy	-9.47	eV
net charge	+1
lowest unoccupied orbital energy	-4.34	eV
M	554.32	g/mol
gap between HOMO and LUMO	5.13	eV

The geometry in XYZ format:
```
61
C17H38I2N3O (ωB97M-V/def2-TZVPD)
C -0.558 -5.171 -5.745
C 0.730 -5.272 -4.767
I 1.552 -7.268 -4.484
C 1.296 -4.164 -4.105
I 0.430 -2.172 -4.434
N 2.454 -4.216 -3.154
C 3.724 -3.771 -3.839
C 4.713 -4.957 -4.249
O 5.512 -4.746 -5.203
H -1.454 -4.718 -5.175
H -0.813 -6.207 -6.143
H -0.318 -4.489 -6.631
H 2.531 -5.111 -2.633
H 2.246 -3.490 -2.428
H 3.431 -3.197 -4.784
H 4.307 -3.032 -3.184
H 4.763 -5.993 -3.763
C -0.660 4.004 0.218
C -0.474 3.595 -1.237
N 0.012 2.228 -1.414
C 0.432 1.938 -2.781
C -0.633 1.968 -3.876
C -0.776 1.180 -0.772
C -2.246 1.051 -1.168
H 0.266 3.880 0.786
H -0.947 5.057 0.271
H -1.450 3.429 0.707
H 0.261 4.283 -1.671
H -1.414 3.764 -1.775
H 0.935 0.963 -2.805
H 1.214 2.658 -3.052
H -1.266 1.078 -3.847
H -0.152 1.980 -4.859
H -1.270 2.852 -3.817
H -0.730 1.332 0.312
H -0.284 0.212 -0.923
H -2.749 2.018 -1.239
H -2.779 0.463 -0.416
H -2.363 0.528 -2.118
C 0.122 0.943 7.323
C -1.050 1.038 6.356
N -0.862 2.014 5.286
C -2.081 2.284 4.528
C -2.683 1.137 3.717
C 0.346 1.857 4.481
C 0.542 0.533 3.745
H 0.350 1.916 7.767
H -0.126 0.254 8.135
H 1.023 0.560 6.839
H -1.926 1.334 6.944
H -1.264 0.038 5.959
H -1.910 3.136 3.860
H -2.843 2.634 5.234
H -2.117 0.950 2.803
H -3.700 1.398 3.410
H -2.745 0.208 4.287
H 1.214 2.016 5.130
H 0.406 2.677 3.755
H 0.294 -0.334 4.361
H 1.591 0.429 3.448
H -0.050 0.490 2.829
```

Löwdin atomic charge list, values in e, 6 entries:
1. C -0.17
2. C -0.68
3. I 0.90
4. C -0.71
5. I 0.94
6. N -0.02

# 4
ORCA calculation (ωB97M-V/def2-TZVPD) on one molecule with the formula C2H5NOS at a distorted geometry.

highest occupied orbital energy	-9.12	eV
energy relative to the best compared isomer or geometry (same formula, charge and spin)	409.6	kJ/mol
structure (SMILES)	CS/C=N\O
lowest unoccupied orbital energy	0.69	eV
M	91.13	g/mol
gap between HOMO and LUMO	9.81	eV

The geometry in XYZ format:
```
10
C2H5NOS (ωB97M-V/def2-TZVPD)
C -0.741 1.325 0.429
C 0.363 -0.581 -0.966
H -1.239 0.609 1.151
H -0.767 2.563 0.785
H -1.167 1.240 -0.706
H -0.060 -0.113 -1.776
H 1.442 -1.532 1.032
N 0.349 -1.799 -0.669
O 0.971 -2.300 0.376
S 0.847 0.587 0.343
```

Löwdin atomic charge list, values in e, 6 entries:
1. C -0.49
2. C -0.43
3. H 0.04
4. H 0.12
5. H 0.07
6. H 0.04

# 5
ORCA calculation (ωB97M-V/def2-TZVPD) on C4H10ClN as an isolated structure at a distorted geometry.

highest occupied orbital energy	-9.72	eV
energy relative to the best compared isomer or geometry (same formula, charge and spin)	531.6	kJ/mol
lowest unoccupied orbital energy	0.74	eV
M	107.58	g/mol
gap between HOMO and LUMO	10.46	eV

The geometry in XYZ format:
```
16
C4H10ClN (ωB97M-V/def2-TZVPD)
C 0.026 -1.367 -0.435
C 0.007 -0.020 0.053
C -1.137 0.402 0.899
C 0.071 0.875 -1.108
H -0.419 -1.749 -1.535
H -0.369 -2.209 0.157
H 1.157 -1.477 -0.350
H -2.171 -0.267 0.580
H -0.849 -0.019 2.176
H -1.319 1.615 0.600
H 1.953 -0.288 0.611
H 0.720 0.376 1.880
H 0.342 1.982 -0.655
H -0.822 0.823 -1.690
N 1.100 0.486 0.713
Cl 1.712 0.836 -1.896
```

Löwdin atomic charge list, values in e, 6 entries:
1. C -0.09
2. C -1.01
3. C -0.08
4. C -0.55
5. H 0.16
6. H 0.08

# 6
ORCA calculation (ωB97M-V/def2-TZVPD) on a 4-piece molecular cluster, C20H31BF3IO11 overall at a distorted geometry.

highest occupied orbital energy	-8.94	eV
energy relative to the best compared isomer or geometry (same formula, charge and spin)	17.5	kJ/mol
structure (SMILES)	CC[C@@H](I)BCCCCCCOC(C)=O.O=C1OC[C@@H](F)O1.O=C1OC[C@@H](F)O1.O=C1OC[C@@H](F)O1
lowest unoccupied orbital energy	0.34	eV
M	642.17	g/mol
gap between HOMO and LUMO	9.28	eV

The geometry in XYZ format:
```
67
C20H31BF3IO11 (ωB97M-V/def2-TZVPD)
C 1.419 -2.885 1.835
C 1.238 -2.942 0.312
C 2.462 -2.376 -0.451
I 2.920 -3.743 -2.104
B 2.284 -0.926 -1.067
C 2.144 0.395 -0.222
C 1.103 0.367 0.908
C 0.445 1.740 1.098
C -0.486 2.161 -0.061
C -1.974 2.064 0.259
C -2.376 0.649 0.676
O -3.757 0.436 0.355
C -4.135 -0.855 0.225
C -5.617 -1.050 0.426
O -3.384 -1.764 -0.067
H 0.892 -3.718 2.298
H 2.470 -2.992 2.099
H 1.036 -1.975 2.285
H 1.156 -3.993 0.051
H 0.310 -2.472 -0.006
H 3.359 -2.424 0.158
H 2.314 -0.813 -2.256
H 1.891 1.180 -0.927
H 3.119 0.659 0.202
H 0.302 -0.345 0.718
H 1.579 0.107 1.852
H -0.128 1.762 2.026
H 1.240 2.482 1.175
H -0.280 1.589 -0.968
H -0.257 3.194 -0.320
H -2.291 2.803 0.993
H -2.534 2.264 -0.656
H -2.249 0.524 1.751
H -1.744 -0.057 0.148
H -5.818 -2.017 0.868
H -6.039 -0.232 1.002
H -6.065 -0.997 -0.569
C 5.022 4.807 -1.472
C 5.357 3.372 -1.815
O 4.144 2.702 -1.523
C 3.126 3.600 -1.690
O 1.984 3.309 -1.774
O 3.619 4.858 -1.753
F 6.340 2.869 -1.028
H 5.192 5.008 -0.414
H 5.561 5.534 -2.073
H 5.620 3.203 -2.860
C -9.357 -2.559 -0.005
C -9.747 -1.147 -0.376
O -10.510 -0.739 0.744
C -10.069 -1.445 1.827
O -10.315 -1.182 2.950
O -9.296 -2.485 1.422
F -10.519 -1.102 -1.488
H -10.123 -3.277 -0.299
H -8.398 -2.863 -0.416
H -8.906 -0.462 -0.503
C 6.051 -0.575 -0.895
C 7.525 -0.665 -0.571
O 7.525 -0.697 0.845
C 6.339 -1.236 1.249
O 6.107 -1.627 2.338
O 5.465 -1.268 0.212
F 8.211 0.424 -0.997
H 5.708 0.461 -0.899
H 5.780 -1.054 -1.833
H 8.017 -1.563 -0.949
```

Löwdin atomic charge list, values in e, 6 entries:
1. C -0.09
2. C -0.32
3. C -0.64
4. I 0.79
5. B -0.26
6. C -0.14

# 7
ORCA calculation (ωB97M-V/def2-TZVPD) on C40H49As2N4O2PtS as an isolated structure at a distorted geometry.

expectation value of S²	6.03
highest occupied orbital energy (alpha / beta)	-15.50 / -16.01	eV
multiplicity	5
net charge	+3
lowest unoccupied orbital energy (alpha / beta)	-7.55 / -9.98	eV
M	994.85	g/mol
gap between HOMO and LUMO (alpha / beta)	7.95 / 6.03	eV

The geometry in XYZ format:
```
99
C40H49As2N4O2PtS (ωB97M-V/def2-TZVPD)
Pt 0.431 -0.893 -1.104
C -0.751 3.026 0.166
C 0.570 2.871 -0.542
As 1.457 1.144 -0.280
C 2.077 1.008 1.556
C 2.192 2.057 2.464
C 2.915 1.822 3.633
C 3.406 0.590 3.979
C 3.219 -0.452 3.096
C 2.529 -0.256 1.891
C 3.139 1.331 -1.427
C 3.091 1.883 -2.695
C 4.341 2.138 -3.312
C 5.544 1.916 -2.647
C 5.552 1.325 -1.358
C 4.324 1.013 -0.784
As -1.588 4.814 -0.303
C -0.464 5.801 -1.465
C 0.471 6.647 -0.893
C 1.242 7.424 -1.726
C 0.986 7.397 -3.081
C 0.015 6.584 -3.669
C -0.703 5.764 -2.832
C -2.354 5.802 1.090
C -2.408 7.244 1.093
C -2.877 7.947 2.199
C -3.465 7.240 3.276
C -3.395 5.837 3.291
C -2.943 5.138 2.166
H -0.654 2.967 1.268
H -1.480 2.280 -0.227
H 1.251 3.628 -0.154
H 0.602 2.927 -1.611
H 1.866 3.047 2.175
H 3.078 2.700 4.276
H 3.995 0.464 4.847
H 3.636 -1.456 3.329
H 2.406 -1.112 1.201
H 2.191 2.094 -3.201
H 4.459 2.544 -4.295
H 6.442 2.197 -3.197
H 6.441 1.279 -0.703
H 4.337 0.478 0.169
H 0.689 6.674 0.170
H 1.932 8.098 -1.306
H 1.541 8.109 -3.661
H -0.206 6.627 -4.740
H -1.517 5.171 -3.251
H -1.878 7.784 0.344
H -2.851 9.007 2.188
H -3.795 7.727 4.186
H -3.508 5.317 4.246
H -2.972 4.037 2.153
C -4.837 -2.506 -0.533
N -3.747 -1.917 -1.319
C -4.153 -0.967 -2.244
C -3.255 -0.066 -2.717
C -1.913 -0.058 -2.373
O -1.046 0.774 -2.661
N -1.562 -1.147 -1.586
C -2.426 -1.988 -0.970
O -2.082 -2.822 -0.087
H -5.785 -2.428 -1.043
H -4.938 -1.970 0.395
H -4.671 -3.554 -0.301
H -5.159 -1.035 -2.525
H -3.470 0.790 -3.373
C -0.279 -6.250 4.528
C 0.069 -5.651 3.180
C 1.537 -5.895 2.734
C 2.042 -4.730 1.898
N 1.363 -4.758 0.531
C 0.684 -3.931 -0.220
S 0.132 -2.458 0.664
N 0.309 -4.178 -1.408
C 0.351 -5.512 -2.086
C -0.547 -6.623 -1.505
C -1.911 -6.685 -2.105
C -2.795 -5.467 -1.781
H -1.345 -6.103 4.787
H 0.290 -5.944 5.385
H -0.233 -7.346 4.525
H -0.058 -4.548 3.260
H -0.604 -5.962 2.432
H 1.504 -6.884 2.241
H 2.090 -5.972 3.637
H 3.095 -4.640 1.674
H 1.897 -3.737 2.393
H 1.683 -5.528 -0.022
H -0.467 -3.626 -1.778
H 1.405 -5.802 -2.106
H 0.185 -5.406 -3.173
H -0.633 -6.618 -0.416
H 0.043 -7.571 -1.818
H -2.402 -7.637 -1.770
H -1.819 -6.792 -3.170
H -2.957 -5.512 -0.662
H -3.715 -5.573 -2.341
H -2.429 -4.518 -2.155
```

Löwdin atomic charge list, values in e, 6 entries:
1. Pt 0.77
2. C -0.35
3. C -0.42
4. As 1.24
5. C -0.40
6. C -0.07